The following is a DFT calculation (wB97M-V/def2-TZVPD) of an isolated molecule of C5H13NS at a distorted geometry.

Frontier orbital gap (eV): 9.290
ΔE to the lowest compared entry with this formula, charge and spin (eV): 1.872
SMILES string: CCNCCCS
DFT total energy (Eh): -651.17517

Geometry (Å):
C: 1.029 1.643 0.079
C: 2.029 0.951 0.967
S: 1.304 0.834 2.656
C: -0.309 0.994 0.119
N: -0.436 -0.261 -0.818
C: -1.568 -1.142 -0.447
C: -1.369 -2.368 -1.426
H: 1.411 1.613 -1.002
H: 0.740 2.700 0.323
H: 2.506 -0.024 0.760
H: 2.938 1.613 1.115
H: 0.830 2.026 2.928
H: -0.430 0.731 1.157
H: -1.205 1.627 -0.322
H: 0.449 -0.688 -0.832
H: -1.367 -1.460 0.648
H: -2.607 -0.713 -0.651
H: -0.461 -3.018 -1.203
H: -2.264 -2.994 -1.568
H: -1.221 -2.063 -2.482


The following is a DFT calculation (wB97M-V/def2-TZVPD) of an isolated molecule of C5H13NS at a distorted geometry.

Frontier orbital gap (eV): 9.661
ΔE to the lowest compared entry with this formula, charge and spin (eV): 1.762
SMILES string: CCCNCCS
DFT total energy (Eh): -651.17921

Geometry (Å):
C: -0.592 0.246 -1.891
N: 0.497 -0.042 -0.850
C: 0.073 -0.251 0.590
C: 1.154 -0.339 1.649
S: 1.885 1.155 2.320
C: -1.603 -0.850 -2.512
C: -2.904 -0.973 -1.701
H: -1.155 1.177 -1.569
H: -0.007 0.708 -2.639
H: 1.018 -0.853 -1.134
H: -0.380 -1.392 0.647
H: -0.826 0.363 0.785
H: 0.580 -0.815 2.497
H: 1.922 -1.057 1.419
H: 0.743 1.891 2.518
H: -0.935 -1.771 -2.523
H: -1.790 -0.568 -3.638
H: -2.607 -1.186 -0.637
H: -3.439 0.052 -1.617
H: -3.535 -1.731 -2.087


The following is a DFT calculation (wB97M-V/def2-TZVPD) of an isolated molecule of C5H13NS at a distorted geometry.

Frontier orbital gap (eV): 9.711
ΔE to the lowest compared entry with this formula, charge and spin (eV): 0.854
SMILES string: CNCCCCS
DFT total energy (Eh): -651.21256

Geometry (Å):
C: 0.305 -1.070 0.091
C: -1.108 -1.245 -0.517
C: -2.229 -0.628 0.274
S: -2.402 -1.338 1.975
C: 0.734 0.376 0.227
N: 2.049 0.645 -0.399
C: 2.369 2.067 -0.525
H: 0.994 -1.653 -0.516
H: 0.295 -1.481 1.100
H: -1.345 -2.309 -0.444
H: -1.102 -0.860 -1.535
H: -2.089 0.434 0.485
H: -3.169 -0.777 -0.252
H: -3.747 -1.483 1.989
H: 0.036 1.150 -0.081
H: 1.000 0.558 1.279
H: 2.103 0.310 -1.362
H: 1.571 2.704 -0.957
H: 3.149 2.113 -1.285
H: 2.586 2.488 0.453


The following is a DFT calculation (wB97M-V/def2-TZVPD) of a cluster of 2 separate species, C5H13NS in total at a distorted geometry.

Frontier orbital gap (eV): 8.974
ΔE to the lowest compared entry with this formula, charge and spin (eV): 1.424
SMILES string: C=CNC.CSC
DFT total energy (Eh): -651.19162

Geometry (Å):
C: -0.701 -1.936 1.599
S: -2.184 -1.229 0.853
C: -1.629 -1.439 -0.855
H: 0.189 -1.341 1.379
H: -0.618 -3.009 1.314
H: -0.870 -1.912 2.700
H: -2.384 -1.206 -1.619
H: -0.761 -0.815 -1.073
H: -1.268 -2.474 -0.971
C: -0.124 1.789 -0.254
C: 1.224 1.916 -0.110
N: 2.145 1.820 -1.169
C: 3.321 0.998 -0.888
H: -0.535 1.691 -1.238
H: -0.725 1.761 0.647
H: 1.612 1.963 0.919
H: 1.782 1.857 -2.127
H: 4.159 1.389 -1.435
H: 3.545 1.132 0.209
H: 3.256 -0.063 -1.129


The following is a DFT calculation (wB97M-V/def2-TZVPD) of an isolated molecule of C5H13NS at a distorted geometry.

Frontier orbital gap (eV): 9.638
ΔE to the lowest compared entry with this formula, charge and spin (eV): 1.568
SMILES string: CCN[C@@H](C)CS
DFT total energy (Eh): -651.18632

Geometry (Å):
C: -0.643 -1.093 1.120
N: -0.152 -0.617 -0.162
C: 0.292 0.804 -0.100
C: -0.140 1.395 -1.541
S: 0.128 3.249 -1.524
C: 1.709 0.973 0.341
C: -1.257 -2.582 0.815
H: 0.181 -1.260 1.965
H: -1.399 -0.416 1.550
H: -0.619 -0.934 -0.970
H: -0.333 1.376 0.579
H: 0.300 0.817 -2.448
H: -1.228 1.326 -1.530
H: 1.390 3.278 -1.839
H: 1.778 0.310 1.222
H: 2.411 0.442 -0.369
H: 1.982 1.987 0.632
H: -2.296 -2.443 0.663
H: -0.877 -3.187 -0.045
H: -1.229 -3.426 1.640


The following is a DFT calculation (wB97M-V/def2-TZVPD) of an isolated molecule of C5H13NS at a distorted geometry.

Frontier orbital gap (eV): 9.492
ΔE to the lowest compared entry with this formula, charge and spin (eV): 0.730
SMILES string: CCCNCCS
DFT total energy (Eh): -651.21714

Geometry (Å):
C: -1.166 0.832 0.670
N: -0.968 0.075 -0.569
C: -0.857 -1.357 -0.628
C: 0.562 -1.836 -0.851
S: 0.771 -3.655 -0.809
C: -0.253 2.035 0.749
C: 1.218 1.795 1.034
H: -0.984 0.114 1.479
H: -2.195 1.188 0.687
H: -0.207 0.577 -1.011
H: -1.233 -1.709 0.339
H: -1.501 -1.760 -1.412
H: 1.303 -1.429 -0.164
H: 0.891 -1.534 -1.843
H: 0.656 -3.846 -2.128
H: -0.326 2.446 -0.262
H: -0.652 2.818 1.391
H: 1.583 0.864 0.596
H: 1.530 1.768 2.081
H: 1.829 2.615 0.652


ΔE to the lowest compared entry with this formula, charge and spin of number 1 (C5H13NS)?
1.872 eV


Among the records above, which one has the lowest DFT total energy?
number 6


Number 6 is which compound?
C5H13NS